1.
DFT (ωB97M-V/def2-TZVPD) results for a single C5H7NO molecule in a non-equilibrium geometry.

Computed properties:
Structure (SMILES) = O=C1CCC=CN1
HOMO = -8.6 eV
Orbital gap = 9.5 eV
Energy above the lowest of the compared OMol25 structures with the same formula, charge and spin = 0.577 eV
Max |F| = 1.92 eV Å⁻¹
E = -8835.6260 eV

Last column: Löwdin charge in e.
Positions of all 14 atoms, in Å:
O 1.342 2.206 0.673  0.065
C 0.746 1.242 0.236  -0.487
C 1.326 -0.136 0.041  -0.089
C 0.244 -1.151 0.478  -0.181
C -0.955 -1.040 -0.419  -0.116
C -1.355 0.221 -0.615  -0.129
N -0.585 1.306 -0.139  0.087
H 2.277 -0.198 0.576  0.119
H 1.577 -0.232 -1.036  0.136
H 0.663 -2.117 0.762  0.110
H -0.417 -0.874 1.322  0.128
H -1.567 -1.903 -0.638  0.100
H -2.284 0.493 -1.098  0.111
H -0.980 2.234 -0.103  0.146

Forces on the atoms, in the same order (eV/Å):
-0.23 -0.21 -0.23
-0.05 0.06 0.01
-0.15 -0.01 0.30
-0.30 0.03 0.26
-0.04 0.12 -0.49
0.09 -0.18 -0.28
0.00 0.07 -0.03
-0.31 -0.04 0.13
-0.34 -0.21 0.41
-0.24 -0.12 -0.68
1.61 0.43 0.96
-0.03 0.18 -0.31
0.09 -0.01 -0.01
-0.09 -0.11 -0.05

2.
DFT (ωB97M-V/def2-TZVPD) results for 2 unconnected molecules or ions with the total composition C3H8F3N4 in a non-equilibrium geometry.

Computed properties:
HOMO (spin up / spin down) = -12.4 / -12.0 eV
Net charge = +1
Orbital gap (spin up / spin down) = 7.5 / 6.6 eV
Energy above the lowest of the compared OMol25 structures with the same formula, charge and spin = 1.526 eV
Max |F| = 5.29 eV Å⁻¹
E = -17341.4619 eV

Last column: Löwdin charge in e.
Positions of all 18 atoms, in Å:
C 1.146 0.102 2.175  0.127
C -0.318 -0.322 0.411  -0.002
C -0.862 -1.368 -0.575  -0.605
N -1.583 1.987 -1.330  0.004
N -0.447 1.812 -0.890  0.085
N 0.964 -0.398 1.006  -0.167
N 2.105 -0.728 0.176  0.181
F -0.945 -0.819 -1.807  0.086
F -0.196 -2.541 -0.671  0.134
F -2.107 -1.776 -0.374  0.153
H 2.180 0.331 2.546  0.134
H -2.008 1.555 -2.299  0.226
H 0.344 0.327 2.780  0.083
H -0.988 0.066 1.028  0.065
H -2.344 2.417 -0.704  0.181
H 2.869 -0.921 0.772  0.097
H 1.957 -1.338 -0.564  0.079
H 0.232 1.614 -1.679  0.138

Forces on the atoms, in the same order (eV/Å):
3.44 -0.16 -0.31
2.68 -2.10 -3.48
0.10 -0.39 0.22
-4.66 -0.46 -2.45
2.39 0.00 0.17
0.19 -0.45 -2.04
-1.55 2.79 2.44
0.73 0.13 -0.86
1.11 0.76 -0.03
-0.97 0.62 1.26
-1.13 -0.45 -0.56
1.60 1.37 2.74
-1.74 0.42 0.98
-2.83 1.47 2.55
1.66 -0.96 -0.93
0.78 -0.51 0.40
-0.86 -1.54 -1.21
-0.93 -0.55 1.11

3.
DFT (ωB97M-V/def2-TZVPD) results for 3 unconnected molecules or ions with the total composition C14H32N4O7P2 in a non-equilibrium geometry.

Computed properties:
Structure (SMILES) = CP(O)[C@@](O)(C#N)[C@@H](C#N)CP(=O)(O)O.COC[C@@H](C)N.COC[C@@H](C)N
HOMO = -8.9 eV
Orbital gap = 9.0 eV
Max |F| = 5.73 eV Å⁻¹
E = -53907.0869 eV

Last column: Löwdin charge in e.
Positions of all 59 atoms, in Å:
C -1.901 -0.473 -0.528  -0.260
P -0.655 0.334 -1.683  0.959
O 0.686 -0.675 -1.682  -0.317
C -0.196 2.021 -0.918  -0.558
O 0.258 2.883 -1.950  -0.079
C -1.425 2.688 -0.281  -0.183
N -2.296 2.823 0.413  0.200
C 0.971 1.849 0.135  -0.238
C 1.671 3.210 0.223  -0.192
N 2.069 4.253 0.245  0.187
C 0.393 1.534 1.563  -0.173
P 1.524 0.435 2.553  0.497
O 2.819 1.074 2.794  -0.266
O 0.692 0.125 3.953  -0.148
O 1.650 -1.023 1.800  -0.150
H -1.532 -0.542 0.518  0.019
H -2.839 0.112 -0.535  0.043
H -2.094 -1.491 -0.913  0.042
H 0.468 -1.418 -2.268  0.056
H -0.486 3.394 -2.298  0.115
H 1.730 1.121 -0.208  0.136
H -0.586 1.019 1.546  0.068
H 0.374 2.492 2.117  0.120
H -0.233 -0.034 3.688  0.052
H 2.280 -1.573 2.295  0.087
C 4.869 0.538 -3.207  -0.107
O 4.041 1.677 -3.065  -0.193
C 3.773 2.374 -4.273  -0.201
C 2.656 1.755 -5.132  -0.424
C 3.089 0.503 -5.891  -0.074
N 1.472 1.439 -4.329  0.046
H 5.626 0.675 -3.985  0.090
H 4.266 -0.349 -3.418  0.073
H 5.376 0.372 -2.255  0.088
H 3.449 3.372 -3.964  0.123
H 4.695 2.513 -4.851  0.119
H 2.372 2.502 -5.880  0.135
H 3.142 -0.377 -5.249  0.061
H 2.372 0.276 -6.682  0.074
H 4.066 0.646 -6.360  0.077
H 1.125 2.295 -3.908  0.043
H 1.789 0.892 -3.530  0.043
C -3.421 -0.648 3.535  -0.103
O -3.054 -1.721 2.684  -0.210
C -2.540 -2.862 3.356  -0.206
C -3.612 -3.791 3.952  -0.430
C -4.241 -3.255 5.235  -0.071
N -4.678 -4.081 2.987  0.040
H -2.764 -0.572 4.408  0.089
H -4.460 -0.752 3.854  0.078
H -3.347 0.278 2.961  0.084
H -1.992 -3.423 2.594  0.122
H -1.801 -2.565 4.112  0.117
H -3.117 -4.734 4.205  0.136
H -4.969 -2.467 5.047  0.065
H -4.768 -4.055 5.758  0.078
H -3.478 -2.864 5.913  0.079
H -4.270 -4.537 2.174  0.072
H -5.008 -3.190 2.622  0.069

Forces on the atoms, in the same order (eV/Å):
0.91 0.40 0.70
-1.90 -0.56 -1.67
-0.39 0.71 1.00
0.18 0.64 0.73
-0.01 -0.27 0.01
4.32 -2.70 -2.05
-3.23 1.08 2.08
0.16 1.86 0.48
-2.21 -5.28 -0.32
1.60 3.88 0.22
0.84 -1.25 0.10
0.17 0.02 0.52
-0.18 -0.27 0.13
0.16 0.29 -1.86
-0.62 1.24 0.59
-0.39 -0.22 -0.56
0.51 -0.27 -0.12
0.10 0.52 0.14
0.17 0.35 0.00
0.17 -0.25 0.01
-0.61 0.20 -0.01
0.31 0.64 -0.23
-0.36 -0.74 -0.03
0.21 -0.13 0.45
-0.10 0.17 -0.21
-0.16 -0.03 0.28
0.15 0.04 -0.23
-0.16 0.27 0.04
0.14 -0.38 0.17
0.02 0.00 -0.27
0.16 0.14 -0.09
-0.06 -0.01 -0.06
0.14 -0.08 -0.14
-0.02 0.10 0.00
-0.03 -0.06 0.08
0.03 -0.15 -0.03
0.03 0.08 0.09
0.01 0.07 0.07
-0.01 0.02 0.08
-0.01 -0.03 0.03
-0.07 -0.07 -0.03
-0.05 -0.04 -0.08
-0.15 0.08 -0.32
0.27 0.05 0.24
0.10 -0.27 -0.18
-0.23 0.34 0.03
0.03 -0.11 0.23
0.27 0.04 -0.17
-0.06 -0.09 0.06
0.06 0.08 0.21
0.03 -0.05 -0.05
-0.07 0.05 -0.05
-0.09 0.06 0.11
0.06 0.03 -0.10
0.05 0.00 -0.08
0.00 0.03 -0.09
-0.03 0.01 -0.02
-0.08 -0.12 0.07
-0.09 -0.06 0.10

4.
DFT (ωB97M-V/def2-TZVPD) results for a molecular structure, C46H53BiF5GeO9S2 in a non-equilibrium geometry.

Computed properties:
HOMO = -4.8 eV
Net charge = -1
Orbital gap = 6.9 eV
Energy above the lowest of the compared OMol25 structures with the same formula, charge and spin = 0.827 eV
Max |F| = 1.90 eV Å⁻¹
E = -164603.5716 eV

Last column: Löwdin charge in e.
Positions of all 117 atoms, in Å:
Bi -0.117 -0.439 -0.462  1.728
C -2.869 0.142 2.461  -0.101
O -1.742 -0.385 3.141  -0.211
C -1.878 -1.722 3.549  -0.208
C -1.566 -2.762 2.464  -0.198
O -0.301 -2.593 1.850  -0.218
C 0.813 -2.765 2.701  -0.192
C 1.838 -1.677 2.459  -0.199
O 2.347 -1.811 1.143  -0.241
C 3.341 -0.845 0.848  -0.093
H -3.267 -0.556 1.726  0.028
H -3.661 0.393 3.180  0.089
H -2.539 1.036 1.937  0.069
H -1.184 -1.839 4.388  0.110
H -2.893 -1.914 3.926  0.127
H -1.654 -3.762 2.915  0.130
H -2.277 -2.690 1.642  0.049
H 0.523 -2.747 3.756  0.117
H 1.274 -3.736 2.483  0.122
H 1.392 -0.690 2.599  0.101
H 2.660 -1.798 3.183  0.130
H 4.137 -0.865 1.603  0.082
H 3.754 -1.113 -0.124  0.091
H 2.920 0.161 0.811  0.060
C 5.491 3.370 -2.156  -0.102
O 4.602 3.469 -3.242  -0.088
C 3.355 2.927 -3.081  -0.288
C 2.489 3.044 -4.164  -0.028
C 1.201 2.556 -4.054  -0.029
C 0.726 1.932 -2.902  -0.080
C -0.754 1.587 -2.788  -0.523
C -1.508 1.535 -4.122  0.008
O -1.117 0.497 -2.098  -0.368
C 1.609 1.795 -1.813  -0.355
O 1.302 1.273 -0.641  -0.408
C 2.923 2.297 -1.931  0.048
H 6.417 3.838 -2.485  0.089
H 5.684 2.328 -1.883  0.095
H 5.114 3.905 -1.277  0.076
H 2.839 3.526 -5.067  0.106
H 0.536 2.683 -4.896  0.101
H -1.524 2.489 -4.644  0.078
H -2.527 1.257 -3.866  0.078
H -1.081 0.754 -4.749  0.098
H 3.564 2.168 -1.068  0.099
O 1.358 1.500 2.268  -0.511
S 1.338 2.780 1.542  0.999
C 2.773 3.774 2.309  -0.225
C 3.896 2.844 2.602  -0.281
C 3.777 1.944 3.662  -0.041
C 4.784 1.030 3.922  -0.086
C 5.932 1.012 3.143  -0.108
C 6.060 1.904 2.089  -0.090
C 5.043 2.806 1.815  -0.047
C 0.019 3.811 2.378  -0.253
C 0.029 3.693 3.860  -0.280
C 0.367 4.783 4.662  -0.066
C 0.397 4.672 6.044  -0.096
C 0.111 3.455 6.644  -0.102
C -0.213 2.360 5.854  -0.074
C -0.269 2.475 4.474  -0.030
H 2.395 4.236 3.217  0.072
H 3.024 4.527 1.563  0.091
H 2.883 1.962 4.271  0.113
H 4.670 0.319 4.731  0.102
H 6.727 0.309 3.358  0.097
H 6.953 1.891 1.476  0.098
H 5.139 3.489 0.978  0.093
H -0.891 3.411 1.938  0.063
H 0.183 4.832 2.030  0.100
H 0.602 5.734 4.197  0.110
H 0.626 5.541 6.648  0.096
H 0.136 3.362 7.723  0.095
H -0.431 1.405 6.315  0.102
H -0.543 1.620 3.873  0.096
C 1.666 -4.416 -0.423  -0.214
Ge 1.277 -3.400 -2.065  0.753
C 2.729 -3.940 -3.329  -0.235
C -0.368 -4.168 -2.830  -0.208
C 1.161 -1.450 -2.026  -0.452
H 1.838 -5.462 -0.683  0.017
H 0.809 -4.353 0.245  0.004
H 2.539 -4.026 0.092  0.005
H 2.834 -5.026 -3.301  0.004
H 3.691 -3.501 -3.062  0.003
H 2.492 -3.649 -4.353  0.006
H -0.262 -5.241 -2.995  0.021
H -0.634 -3.696 -3.776  0.024
H -1.183 -4.014 -2.127  -0.018
H 0.753 -1.106 -2.976  -0.001
H 2.144 -0.999 -1.894  -0.016
F -5.631 -4.499 -4.952  0.100
C -4.954 -3.845 -3.998  -0.152
C -4.388 -4.533 -2.939  -0.154
F -4.521 -5.867 -2.872  0.099
C -3.716 -3.849 -1.948  -0.275
F -3.242 -4.561 -0.918  0.066
C -3.540 -2.456 -1.966  -0.554
S -2.751 -1.632 -0.674  0.614
C -4.140 -1.796 -3.047  -0.237
F -4.094 -0.464 -3.123  0.081
C -4.833 -2.468 -4.036  -0.151
F -5.421 -1.787 -5.033  0.099
O -1.334 2.866 -2.180  0.066
C -1.659 3.014 -0.925  -0.437
O -1.500 2.228 -0.012  0.014
C -2.323 4.351 -0.710  -0.110
C -3.193 4.503 0.363  -0.023
C -3.912 5.678 0.514  -0.083
C -3.743 6.716 -0.390  -0.098
C -2.851 6.580 -1.444  -0.084
C -2.148 5.398 -1.610  -0.014
H -3.310 3.679 1.055  0.115
H -4.616 5.781 1.330  0.100
H -4.308 7.632 -0.269  0.096
H -2.709 7.398 -2.140  0.099
H -1.466 5.269 -2.438  0.118

Forces on the atoms, in the same order (eV/Å):
-0.09 0.31 -0.28
-0.03 -0.05 0.11
0.18 0.07 -0.10
0.14 -0.18 -0.01
-0.14 0.24 0.07
-0.04 0.15 0.16
0.31 -0.03 -0.18
-0.04 -0.13 0.12
-0.17 0.09 0.01
0.10 -0.03 0.08
-0.01 -0.05 -0.11
0.02 0.02 -0.02
-0.02 0.05 -0.02
-0.10 -0.02 0.03
0.02 -0.06 0.01
0.02 0.01 0.00
-0.07 -0.04 0.03
0.04 0.01 -0.02
-0.02 -0.05 0.07
-0.02 0.06 0.02
-0.03 0.03 -0.02
0.02 -0.04 -0.03
0.03 0.06 0.00
0.00 0.02 -0.02
0.05 0.03 -0.01
-0.03 -0.05 -0.05
-0.17 -0.04 -0.03
0.10 0.10 -0.17
0.12 -0.07 0.10
-0.14 -0.04 0.07
0.16 -0.35 -0.23
-0.02 0.12 0.30
0.32 0.25 -0.16
0.27 0.15 0.08
-0.36 -0.51 -0.50
0.15 0.01 0.07
0.02 -0.03 0.04
0.00 0.02 0.01
-0.02 -0.03 -0.03
-0.03 0.01 -0.02
0.01 -0.02 -0.02
0.07 0.00 -0.04
-0.04 -0.02 -0.06
0.06 0.02 -0.03
-0.02 0.00 0.00
-0.17 -0.80 0.06
0.23 1.76 0.69
-0.47 -0.33 -0.35
0.11 -0.08 0.04
0.07 0.05 0.00
0.02 -0.01 0.04
0.04 0.02 -0.01
0.05 -0.05 -0.02
-0.08 -0.01 -0.03
0.25 -0.36 -0.29
0.05 0.07 0.13
0.02 -0.02 -0.02
-0.06 0.02 0.02
0.04 0.01 0.03
-0.03 -0.03 0.03
-0.05 0.03 0.00
0.05 0.03 0.01
0.05 0.05 0.04
-0.04 -0.02 0.00
0.00 0.03 0.04
-0.02 -0.03 -0.02
0.00 0.01 -0.02
-0.01 0.02 0.02
-0.09 0.03 -0.07
-0.09 0.02 -0.03
-0.03 0.01 -0.03
0.06 -0.02 0.01
0.00 -0.01 0.00
-0.03 0.01 0.00
0.00 -0.06 -0.05
-0.14 0.27 -0.10
0.30 -0.54 -0.70
-0.20 0.12 0.23
0.10 0.16 0.17
-0.13 -0.45 0.39
-0.04 0.01 -0.10
-0.03 0.00 0.11
0.04 0.03 0.05
0.00 -0.03 -0.01
0.02 0.04 0.03
-0.03 0.05 -0.02
0.08 -0.02 0.01
0.01 0.06 -0.01
-0.08 0.02 0.02
-0.03 -0.03 -0.05
0.09 -0.02 0.03
0.00 -0.02 -0.04
0.08 0.09 0.16
-0.09 -0.06 -0.05
-0.01 -0.04 -0.02
0.01 0.38 -0.01
0.03 -0.11 -0.04
-0.27 -0.35 -0.41
0.02 -0.02 0.52
0.16 -0.16 0.26
-0.02 0.04 -0.07
-0.07 -0.05 -0.09
0.03 0.02 -0.05
-0.22 0.23 0.01
-0.05 0.06 0.07
0.02 0.05 0.20
-0.13 -0.02 -0.07
0.07 -0.07 -0.02
-0.01 0.02 0.06
0.00 0.02 0.02
0.03 0.08 0.06
0.01 -0.06 0.01
-0.04 -0.02 0.00
0.02 0.00 0.04
0.00 0.01 -0.02
0.00 -0.02 -0.02
-0.01 -0.01 -0.04